Record 1
{"formula": "C35H58BN3O14S8", "method": "ωB97M-V/def2-TZVPD", "homo_energy_ev": -8.47, "lumo_energy_ev": -1.42, "orbital_gap_ev": 7.05, "symbols": ["C", "C", "C", "C", "B", "O", "O", "C", "C", "S", "C", "C", "C", "N", "C", "N", "S", "N", "C", "H", "H", "H", "H", "H", "H", "H", "H", "H", "H", "C", "C", "C", "S", "O", "O", "C", "H", "H", "H", "H", "H", "H", "H", "H", "C", "C", "C", "S", "O", "O", "C", "H", "H", "H", "H", "H", "H", "H", "H", "C", "C", "C", "S", "O", "O", "C", "H", "H", "H", "H", "H", "H", "H", "H", "C", "C", "C", "S", "O", "O", "C", "H", "H", "H", "H", "H", "H", "H", "H", "C", "C", "C", "S", "O", "O", "C", "H", "H", "H", "H", "H", "H", "H", "H", "C", "C", "C", "S", "O", "O", "C", "H", "H", "H", "H", "H", "H", "H", "H"], "xyz": [[-0.951, 3.696, -0.800], [-0.487, 3.200, -1.822], [-0.087, 2.128, -2.876], [-1.050, 1.704, -3.955], [-2.483, 2.451, -3.970], [-2.552, 3.738, -4.582], [-3.671, 1.960, -3.388], [-3.853, 0.531, -3.593], [-0.630, 0.621, -4.947], [-1.810, 0.070, -6.261], [0.734, -0.038, -4.875], [1.030, -1.162, -5.930], [2.257, -2.102, -5.597], [2.097, -3.163, -4.887], [1.667, 0.462, -3.799], [2.982, 0.018, -3.586], [3.573, 0.863, -2.267], [2.320, 1.878, -1.816], [1.311, 1.557, -2.749], [-1.338, 4.065, 0.190], [-3.373, 3.823, -5.109], [-2.969, -0.096, -3.260], [-4.121, 0.306, -4.668], [-4.729, 0.226, -2.931], [-1.601, 0.826, -7.395], [0.107, -1.835, -5.950], [1.099, -0.731, -6.980], [3.284, -1.869, -6.026], [1.106, -3.242, -4.605], [-3.058, -5.043, -1.015], [-4.317, -4.472, -0.358], [-4.416, -2.997, -0.757], [-3.601, -2.853, -2.344], [-2.421, -2.033, -2.183], [-4.588, -2.587, -3.365], [-3.092, -4.559, -2.461], [-3.029, -6.127, -0.958], [-2.168, -4.652, -0.511], [-5.196, -5.013, -0.724], [-4.292, -4.585, 0.726], [-5.452, -2.674, -0.853], [-3.890, -2.355, -0.048], [-2.126, -4.626, -2.959], [-3.850, -5.094, -3.037], [3.466, 2.868, 1.308], [4.919, 2.452, 1.059], [5.565, 2.200, 2.424], [4.237, 1.698, 3.518], [4.073, 2.709, 4.538], [4.389, 0.298, 3.844], [2.921, 1.876, 2.327], [2.879, 2.860, 0.389], [3.437, 3.881, 1.719], [4.939, 1.532, 0.467], [5.466, 3.214, 0.499], [6.312, 1.408, 2.376], [6.012, 3.108, 2.830], [2.015, 2.224, 2.823], [2.749, 0.898, 1.871], [-0.717, -0.274, 4.161], [-1.979, 0.289, 4.820], [-2.081, 1.766, 4.431], [-1.262, 1.923, 2.845], [-0.085, 2.744, 3.013], [-2.248, 2.190, 1.824], [-0.749, 0.217, 2.719], [-0.685, -1.364, 4.212], [0.170, 0.115, 4.670], [-2.855, -0.251, 4.449], [-1.956, 0.169, 5.905], [-3.118, 2.087, 4.334], [-1.559, 2.405, 5.144], [0.219, 0.156, 2.222], [-1.504, -0.316, 2.138], [4.663, 2.046, 7.628], [5.379, 0.693, 7.661], [5.466, 0.254, 9.125], [4.068, 1.006, 9.957], [4.564, 1.963, 10.916], [3.119, -0.022, 10.317], [3.450, 1.893, 8.537], [4.372, 2.325, 6.615], [5.327, 2.824, 8.018], [4.799, -0.039, 7.091], [6.370, 0.750, 7.207], [5.406, -0.829, 9.226], [6.377, 0.621, 9.599], [3.025, 2.846, 8.851], [2.682, 1.276, 8.067], [-1.817, -8.843, 3.332], [-0.558, -8.009, 3.083], [-0.877, -7.019, 1.959], [-2.640, -6.717, 2.045], [-3.255, -7.240, 0.850], [-2.871, -5.366, 2.503], [-2.969, -7.847, 3.387], [-1.744, -9.422, 4.254], [-1.966, -9.542, 2.504], [-0.298, -7.460, 3.993], [0.297, -8.635, 2.824], [-0.343, -6.078, 2.086], [-0.655, -7.443, 0.978], [-3.945, -8.310, 3.252], [-2.950, -7.274, 4.317], [-0.088, 6.389, -7.339], [-1.396, 7.172, -7.205], [-2.216, 6.916, -8.473], [-1.723, 5.301, -9.069], [-1.061, 5.463, -10.341], [-2.813, 4.371, -8.882], [-0.485, 4.999, -7.820], [0.456, 6.346, -6.394], [0.557, 6.871, -8.080], [-1.947, 6.813, -6.331], [-1.215, 8.239, -7.063], [-3.286, 6.913, -8.266], [-1.989, 7.646, -9.251], [0.346, 4.438, -8.247], [-0.954, 4.424, -7.017]]}

=====

Record 2
{"formula": "C35H59Cl2F5HfNO4P2S4Se2", "method": "ωB97M-V/def2-TZVPD", "homo_energy_ev": -10.48, "total_charge": 1, "lumo_energy_ev": -2.81, "orbital_gap_ev": 7.68, "de_lowest_kj_mol": 166.4, "symbols": ["Hf", "C", "Se", "C", "C", "Se", "C", "H", "H", "H", "H", "H", "H", "H", "H", "H", "H", "F", "C", "C", "F", "C", "F", "C", "S", "C", "F", "C", "F", "O", "S", "N", "Cl", "C", "Cl", "H", "H", "O", "P", "C", "C", "C", "C", "C", "C", "C", "C", "C", "C", "C", "C", "C", "C", "C", "C", "C", "C", "H", "H", "H", "H", "H", "H", "H", "H", "H", "H", "H", "H", "H", "H", "H", "H", "H", "H", "H", "H", "H", "H", "H", "H", "H", "H", "H", "H", "H", "H", "H", "H", "H", "C", "C", "C", "O", "P", "S", "S", "O", "C", "C", "C", "H", "H", "H", "H", "H", "H", "H", "H", "H", "H", "H", "H", "H", "H"], "xyz": [[0.952, 0.776, 1.280], [4.575, -2.344, 0.640], [3.600, -1.909, 2.170], [4.845, -0.530, 2.712], [4.198, 0.205, 3.901], [3.070, 1.666, 3.276], [4.399, 2.911, 2.495], [4.691, -1.479, -0.038], [4.136, -3.166, 0.161], [5.593, -2.649, 0.881], [4.920, 0.058, 1.746], [5.840, -0.989, 2.901], [4.936, 0.547, 4.612], [3.518, -0.442, 4.449], [3.837, 3.817, 2.218], [4.956, 2.537, 1.660], [4.937, 3.177, 3.317], [2.253, 4.337, -4.804], [2.512, 3.462, -3.810], [1.435, 2.741, -3.339], [0.257, 2.831, -3.898], [1.584, 1.955, -2.199], [0.530, 1.354, -1.630], [2.815, 1.830, -1.592], [3.011, 0.897, -0.111], [3.889, 2.595, -2.067], [5.058, 2.516, -1.507], [3.754, 3.387, -3.144], [4.745, 4.167, -3.587], [-0.585, -1.766, 4.571], [-0.680, -0.379, 4.174], [0.289, 0.158, 3.208], [-2.579, 4.291, -5.612], [-3.824, 2.960, -5.750], [-3.010, 1.373, -5.900], [-4.333, 3.178, -6.698], [-4.552, 2.955, -4.932], [0.174, -1.007, 0.423], [-0.653, -2.251, -0.010], [-2.355, -1.712, -0.399], [-3.261, -1.245, 0.824], [-4.361, -2.313, 0.917], [-5.307, -2.407, -0.275], [-4.524, -2.310, -1.605], [-3.041, -2.718, -1.315], [-0.571, -3.588, 1.265], [0.808, -3.619, 1.930], [1.282, -5.030, 2.294], [0.137, -5.782, 2.887], [-0.973, -5.961, 1.812], [-0.863, -4.951, 0.624], [-0.046, -2.920, -1.608], [1.295, -3.634, -1.643], [2.464, -2.796, -2.075], [2.231, -2.223, -3.424], [0.980, -1.349, -3.357], [-0.216, -2.118, -2.897], [-2.147, -0.785, -1.000], [-3.697, -0.243, 0.649], [-2.658, -1.205, 1.706], [-5.053, -2.117, 1.744], [-3.842, -3.268, 1.206], [-6.075, -1.629, -0.168], [-5.853, -3.340, -0.287], [-4.535, -1.292, -2.054], [-4.967, -2.990, -2.308], [-2.615, -2.864, -2.342], [-3.170, -3.707, -0.928], [-1.293, -3.206, 1.993], [0.799, -2.921, 2.808], [1.546, -3.178, 1.329], [2.026, -4.821, 3.064], [1.756, -5.539, 1.406], [-0.319, -5.247, 3.700], [0.409, -6.757, 3.232], [-1.984, -5.787, 2.192], [-0.885, -6.922, 1.301], [-1.748, -5.019, 0.000], [-0.007, -5.266, 0.058], [-0.795, -3.686, -1.643], [1.175, -4.397, -2.399], [1.426, -4.128, -0.644], [3.310, -3.458, -2.098], [2.669, -2.052, -1.338], [1.852, -2.984, -4.161], [3.096, -1.702, -3.871], [0.745, -0.933, -4.308], [1.178, -0.479, -2.707], [-0.571, -2.850, -3.650], [-1.050, -1.461, -2.872], [-1.887, 3.173, 3.914], [-1.213, 4.318, 3.277], [-1.703, 5.637, 3.751], [-1.602, 4.340, 1.866], [-0.885, 3.443, 0.777], [1.097, 3.429, 1.113], [-1.472, 1.500, 0.617], [-1.200, 4.169, -0.512], [-1.667, 5.577, -0.771], [-0.462, 6.217, -1.366], [-2.839, 5.417, -1.693], [-1.579, 2.914, 4.962], [-1.703, 2.215, 3.436], [-2.948, 3.388, 3.876], [-0.097, 4.247, 3.287], [-2.705, 5.720, 3.323], [-1.033, 6.461, 3.448], [-1.717, 5.700, 4.872], [-1.972, 6.077, 0.176], [-0.076, 5.603, -2.169], [0.333, 6.288, -0.575], [-0.711, 7.201, -1.679], [-2.583, 4.923, -2.638], [-3.276, 6.398, -1.807], [-3.597, 4.782, -1.218]]}

=====

Record 3
{"formula": "C35H60N6O16PS", "method": "ωB97M-V/def2-TZVPD", "homo_energy_ev": -10.98, "total_charge": 1, "lumo_energy_ev": -3.78, "orbital_gap_ev": 7.20, "symbols": ["C", "C", "O", "C", "N", "C", "C", "O", "C", "C", "P", "S", "N", "N", "O", "C", "O", "C", "C", "C", "N", "N", "N", "H", "H", "H", "H", "H", "H", "H", "H", "H", "H", "H", "H", "H", "H", "H", "H", "H", "H", "H", "H", "H", "H", "H", "H", "O", "C", "O", "C", "C", "C", "H", "H", "H", "H", "H", "H", "O", "C", "O", "C", "C", "C", "H", "H", "H", "H", "H", "H", "O", "C", "O", "C", "C", "C", "H", "H", "H", "H", "H", "H", "O", "C", "O", "C", "C", "C", "H", "H", "H", "H", "H", "H", "O", "C", "O", "C", "C", "C", "H", "H", "H", "H", "H", "H", "O", "C", "O", "C", "C", "C", "H", "H", "H", "H", "H", "H"], "xyz": [[4.077, -1.009, -2.808], [3.834, 0.222, -3.711], [4.787, 0.328, -4.756], [3.783, 1.545, -2.941], [2.847, 1.449, -1.822], [1.461, 1.703, -2.210], [0.650, 0.408, -2.182], [-0.288, 0.347, -3.306], [-0.972, -0.805, -3.309], [-0.645, -1.745, -4.318], [0.647, -1.332, -5.603], [1.898, -2.768, -5.925], [-1.174, -2.929, -4.461], [-2.095, -3.207, -3.566], [-2.641, -4.457, -3.643], [-2.535, -2.410, -2.587], [-3.512, -2.838, -1.800], [-1.988, -1.123, -2.404], [-2.514, -0.230, -1.318], [-2.955, 1.198, -1.784], [-3.547, 1.116, -3.107], [-4.010, 1.693, -0.897], [-1.849, 2.157, -1.664], [3.174, -1.618, -2.747], [4.854, -1.617, -3.269], [4.355, -0.698, -1.803], [2.842, 0.099, -4.174], [4.636, -0.409, -5.356], [3.470, 2.308, -3.668], [4.800, 1.752, -2.604], [3.114, 2.190, -1.186], [1.049, 2.364, -1.446], [1.360, 2.244, -3.160], [1.340, -0.440, -2.206], [0.114, 0.346, -1.237], [1.191, -0.097, -5.235], [-0.136, -1.065, -6.745], [-2.996, -4.519, -4.546], [-3.267, -3.702, -1.403], [-3.419, -0.712, -0.952], [-1.821, -0.116, -0.487], [-4.085, 1.960, -3.273], [-2.832, 1.104, -3.826], [-3.628, 1.706, 0.046], [-4.788, 1.043, -0.884], [-2.177, 2.953, -1.131], [-1.543, 2.472, -2.572], [3.339, 4.294, -1.056], [3.437, 5.256, -1.773], [2.518, 6.235, -1.791], [2.845, 7.201, -2.818], [4.331, 7.029, -3.069], [4.526, 5.543, -2.785], [2.244, 6.973, -3.701], [2.593, 8.198, -2.464], [4.634, 7.333, -4.065], [4.893, 7.616, -2.343], [4.346, 4.927, -3.670], [5.504, 5.316, -2.369], [-3.082, -5.518, -0.937], [-2.852, -5.798, 0.218], [-1.616, -5.729, 0.729], [-1.616, -6.227, 2.090], [-3.056, -6.087, 2.555], [-3.830, -6.293, 1.258], [-1.281, -7.264, 2.071], [-0.915, -5.643, 2.680], [-3.324, -6.783, 3.344], [-3.227, -5.076, 2.929], [-4.038, -7.347, 1.067], [-4.755, -5.726, 1.220], [-6.012, -7.298, 3.875], [-5.739, -7.578, 5.009], [-4.478, -7.507, 5.490], [-4.434, -8.008, 6.848], [-5.858, -7.877, 7.362], [-6.674, -8.084, 6.087], [-4.098, -9.045, 6.824], [-3.723, -7.421, 7.421], [-6.083, -8.579, 8.158], [-6.022, -6.868, 7.745], [-6.878, -9.139, 5.898], [-7.603, -7.521, 6.082], [4.631, 7.506, -6.222], [5.797, 7.315, -6.425], [6.708, 7.246, -5.428], [8.035, 7.118, -5.975], [7.835, 6.555, -7.375], [6.486, 7.156, -7.765], [8.498, 8.106, -5.985], [8.619, 6.463, -5.332], [8.647, 6.801, -8.055], [7.752, 5.468, -7.328], [6.590, 8.143, -8.218], [5.907, 6.509, -8.418], [-4.340, -9.625, 9.647], [-4.193, -8.740, 10.437], [-4.242, -7.431, 10.079], [-3.923, -6.598, 11.211], [-4.216, -7.457, 12.433], [-3.897, -8.858, 11.918], [-2.871, -6.314, 11.143], [-4.534, -5.699, 11.169], [-3.642, -7.162, 13.309], [-5.275, -7.391, 12.686], [-2.843, -9.112, 12.040], [-4.516, -9.627, 12.370], [3.906, 8.418, -0.115], [2.938, 8.730, 0.518], [2.885, 9.852, 1.271], [1.645, 9.904, 1.999], [0.688, 9.012, 1.218], [1.638, 7.964, 0.642], [1.824, 9.536, 3.012], [1.313, 10.938, 2.055], [-0.114, 8.602, 1.829], [0.234, 9.582, 0.406], [1.792, 7.129, 1.327], [1.320, 7.593, -0.324]]}

=====

Record 4
{"formula": "C35H61BGeN9O3S3Tl", "method": "ωB97M-V/def2-TZVPD", "homo_energy_ev": [-10.29, -10.29], "total_charge": 1, "lumo_energy_ev": [-4.21, -5.17], "orbital_gap_ev": [6.07, 5.12], "multiplicity": 2, "de_lowest_kj_mol": 87.6, "symbols": ["Tl", "C", "C", "C", "C", "O", "Ge", "O", "C", "C", "C", "C", "O", "C", "C", "C", "C", "H", "H", "H", "H", "H", "H", "H", "H", "H", "H", "H", "H", "H", "H", "H", "H", "H", "H", "H", "H", "H", "H", "H", "H", "H", "H", "H", "C", "C", "C", "C", "N", "C", "C", "N", "B", "N", "C", "C", "N", "C", "S", "C", "C", "C", "C", "N", "C", "C", "N", "C", "S", "C", "C", "C", "C", "C", "S", "H", "H", "H", "H", "H", "H", "H", "H", "H", "H", "H", "H", "H", "H", "H", "H", "H", "H", "H", "H", "H", "H", "H", "H", "H", "H", "H", "H", "H", "H", "H", "H", "H", "H", "N", "C", "N", "C", "N"], "xyz": [[0.254, 0.458, -0.096], [2.507, -1.562, -3.726], [2.023, -2.360, -2.525], [2.999, -3.471, -2.178], [0.636, -2.926, -2.769], [1.895, -1.475, -1.379], [3.199, -0.464, -0.728], [2.606, 1.082, -1.326], [3.448, 2.216, -1.747], [4.637, 1.665, -2.520], [3.925, 2.966, -0.516], [2.586, 3.074, -2.660], [2.494, -0.290, 0.902], [2.922, -1.077, 2.058], [4.396, -0.788, 2.293], [2.098, -0.616, 3.243], [2.694, -2.550, 1.770], [2.544, -2.189, -4.617], [1.845, -0.717, -3.917], [3.515, -1.170, -3.557], [3.097, -4.169, -3.010], [3.994, -3.067, -1.965], [2.655, -4.020, -1.301], [0.629, -3.513, -3.688], [0.329, -3.566, -1.941], [-0.092, -2.121, -2.862], [5.295, 1.078, -1.870], [4.300, 1.036, -3.346], [5.228, 2.482, -2.934], [4.561, 2.323, 0.101], [4.507, 3.839, -0.810], [3.085, 3.288, 0.090], [2.493, 2.615, -3.645], [1.588, 3.193, -2.244], [3.025, 4.066, -2.775], [4.553, 0.273, 2.491], [4.764, -1.360, 3.144], [4.996, -1.071, 1.422], [2.171, 0.464, 3.368], [1.048, -0.876, 3.114], [2.461, -1.102, 4.149], [3.382, -2.915, 1.002], [2.850, -3.145, 2.670], [1.680, -2.709, 1.413], [-1.595, 3.126, 4.597], [-1.017, 3.835, 3.374], [0.489, 3.613, 3.262], [-1.257, 5.337, 3.499], [-1.778, 3.329, 2.167], [-2.656, 4.099, 1.439], [-3.312, 3.278, 0.593], [-2.847, 2.000, 0.793], [-3.655, 0.798, 0.210], [-3.424, 0.470, -1.296], [-4.323, -0.339, -1.941], [-3.966, -0.401, -3.243], [-2.835, 0.368, -3.393], [-2.509, 0.884, -2.183], [-1.155, 1.842, -1.753], [-2.175, 0.681, -4.707], [-0.746, 0.151, -4.710], [-2.223, 2.188, -4.938], [-2.953, -0.010, -5.823], [-3.441, -0.483, 1.048], [-4.140, -0.674, 2.210], [-3.760, -1.860, 2.729], [-2.813, -2.394, 1.884], [-2.612, -1.528, 0.858], [-1.492, -1.689, -0.437], [-2.207, -3.758, 2.059], [-2.727, -4.365, 3.359], [-0.692, -3.641, 2.149], [-2.639, -4.640, 0.892], [-1.885, 2.051, 1.739], [-0.923, 0.713, 2.243], [-1.158, 3.555, 5.498], [-1.372, 2.059, 4.583], [-2.677, 3.260, 4.643], [0.923, 3.866, 4.230], [0.924, 4.267, 2.511], [0.740, 2.584, 3.023], [-0.645, 5.699, 4.324], [-2.296, 5.575, 3.728], [-0.946, 5.868, 2.599], [-2.747, 5.159, 1.569], [-4.078, 3.498, -0.127], [-4.816, 1.102, 0.310], [-5.145, -0.802, -1.425], [-4.428, -0.928, -4.054], [-0.154, 0.585, -3.906], [-0.280, 0.409, -5.661], [-0.745, -0.935, -4.613], [-1.651, 2.735, -4.192], [-3.254, 2.544, -4.923], [-1.800, 2.408, -5.918], [-2.949, -1.096, -5.717], [-2.464, 0.231, -6.765], [-3.983, 0.343, -5.886], [-4.855, 0.044, 2.568], [-4.090, -2.353, 3.621], [-2.464, -3.760, 4.228], [-2.259, -5.340, 3.479], [-3.806, -4.518, 3.341], [-0.408, -2.896, 2.895], [-0.264, -3.362, 1.191], [-0.281, -4.605, 2.451], [-3.726, -4.715, 0.851], [-2.231, -5.641, 1.031], [-2.277, -4.249, -0.058], [0.575, 2.773, 0.303], [0.639, 3.925, 0.113], [0.636, 5.190, 0.029], [1.265, 5.853, -0.930], [1.791, 6.482, -1.743]]}